DFT (wB97M-V/def2-TZVPD) results for 4 unconnected molecules or ions with the total composition C3H13NO3 in a non-equilibrium geometry.

Geometry as ORCA input:
```
! RIJCOSX wB97M-V def2-TZVPD def2/J DEFGRID3
* xyz 0 1
C -1.296 0.194 -0.894
C -0.533 0.539 0.159
C -1.201 1.242 1.335
N 0.807 0.311 0.373
H -0.798 -0.154 -1.794
H -2.344 0.428 -0.971
H -2.280 1.227 1.180
H -0.947 0.765 2.281
H -0.961 2.309 1.345
H 1.238 0.596 1.226
H 1.203 -0.521 -0.076
O 1.374 -2.201 -0.785
H 0.473 -2.375 -0.424
H 1.947 -2.726 -0.240
O -1.018 -2.648 0.167
H -1.470 -2.694 0.997
H -1.349 -1.824 -0.223
O 1.363 3.047 -0.375
H 2.174 3.216 -0.843
H 1.308 2.095 -0.254
*
```

The total energy comes out at -10954.2690 eV. Its energy above the lowest of the compared OMol25 structures with the same formula, charge and spin is 48.5 kJ/mol. Its LUMO energy is 0.61 eV. As for the SMILES: C=C(C)N.O.O.O.